Below is 2 unconnected molecules or ions with the total composition C2H6NP at a distorted geometry, with properties calculated with ωB97M-V with the def2-TZVPD basis set.

```
10
Properties=species:S:1:pos:R:3:forces:R:3:lowdin_charge:R:1
C -0.880 -0.114 -0.314 -0.994 0.028 -0.340 -0.180
N -1.430 0.983 -0.581 1.379 0.329 0.276 0.089
C -2.305 -0.058 0.018 0.279 -0.746 0.375 -0.176
H 0.076 -0.642 -0.332 -0.922 0.339 -0.349 0.016
H -3.030 -0.416 -0.692 -0.353 -0.458 0.194 0.069
H -2.553 -0.023 1.082 -0.332 0.342 -0.400 0.078
P 2.569 0.116 -0.430 0.472 0.916 1.655 0.625
H 1.422 -0.200 0.333 0.570 -0.648 -0.071 -0.223
H 3.485 -0.770 0.264 -0.618 0.328 -0.220 -0.166
H 2.647 1.125 0.653 0.518 -0.430 -1.120 -0.133
```
Positions in Å, forces in eV/Å.

Computed properties:
**Gap between HOMO and LUMO**: 0.4027 Eh
**SMILES string**: C1=NC1.P
**2S+1**: 1
**Net charge**: 0
**E_HOMO**: -0.3676 Ha